ORCA calculation (ωB97M-V/def2-TZVPD) on a 4-piece molecular cluster, C36H68O8P overall.

```
113
C36H68O8P (ωB97M-V/def2-TZVPD)
C 3.040 2.753 2.581
O 2.773 3.949 1.900
C 1.380 4.218 1.781
C 0.737 3.389 0.689
C 0.193 4.115 -0.526
C -0.141 3.108 -1.581
C -0.474 3.672 -2.935
O -1.148 2.691 -3.637
P -1.604 1.285 -2.627
C -3.395 1.941 -2.603
C -4.342 1.342 -1.616
O -4.750 0.003 -1.920
C -4.332 -1.006 -1.026
C -5.510 -1.310 -0.133
O -5.395 -2.405 0.795
C -4.132 -2.785 1.192
C -3.406 -1.964 2.075
C -2.070 -2.308 2.428
C -1.441 -3.482 1.932
C 0.008 -3.811 2.268
C -0.021 -4.834 3.424
C 0.752 -2.592 2.771
C 0.741 -4.468 1.105
C 1.096 -3.676 -0.153
C -0.086 -2.936 -0.737
C 2.269 -2.694 0.050
C 1.530 -4.711 -1.189
C -2.225 -4.325 1.112
C -3.552 -3.983 0.737
O -1.232 2.350 -1.252
H 3.940 2.310 2.182
H 3.196 2.942 3.636
H 2.238 2.037 2.464
H 1.290 5.277 1.638
H 0.902 3.999 2.733
H 1.484 2.692 0.344
H -0.077 2.830 1.121
H 0.948 4.790 -0.920
H -0.671 4.708 -0.266
H 0.757 2.493 -1.714
H 0.424 3.996 -3.460
H -1.099 4.566 -2.809
H -1.835 0.472 -3.811
H -1.913 0.196 -1.726
H -0.204 0.869 -2.656
H -3.784 1.794 -3.600
H -3.373 3.007 -2.419
H -3.926 1.384 -0.614
H -5.254 1.932 -1.594
H -3.464 -0.683 -0.477
H -4.066 -1.885 -1.594
H -5.790 -0.426 0.424
H -6.335 -1.543 -0.786
H -3.852 -1.057 2.431
H -1.527 -1.633 3.055
H -0.053 -5.843 3.039
H 0.883 -4.756 4.013
H -0.863 -4.665 4.072
H 0.340 -2.259 3.707
H 1.776 -2.866 2.976
H 0.766 -1.783 2.058
H 0.175 -5.332 0.796
H 1.672 -4.861 1.502
H -0.884 -3.615 -0.996
H -0.502 -2.218 -0.047
H 0.214 -2.387 -1.614
H 3.017 -2.837 -0.713
H 2.724 -2.775 1.023
H 1.932 -1.673 -0.052
H 2.480 -5.148 -0.913
H 0.796 -5.503 -1.220
H 1.584 -4.263 -2.166
H -1.819 -5.232 0.716
H -4.114 -4.615 0.078
C -0.396 8.808 0.524
C -1.834 8.910 1.041
C -2.274 7.448 1.005
O -1.104 6.675 1.264
C 0.054 7.495 1.152
H 0.240 9.648 0.801
H -0.399 8.724 -0.564
H -1.842 9.284 2.067
H -2.473 9.554 0.438
H -2.673 7.175 0.023
H -3.024 7.208 1.760
H 0.464 7.668 2.156
H 0.805 6.977 0.557
C 0.123 -9.570 -1.745
C -1.294 -9.973 -1.328
C -1.831 -8.659 -0.771
O -1.190 -7.623 -1.509
C -0.107 -8.157 -2.269
H 0.568 -10.226 -2.491
H 0.779 -9.549 -0.873
H -1.871 -10.279 -2.203
H -1.325 -10.782 -0.599
H -1.583 -8.549 0.291
H -2.911 -8.554 -0.883
H -0.387 -8.167 -3.328
H 0.761 -7.509 -2.148
C 7.019 4.760 0.303
C 5.662 4.058 0.403
C 5.019 4.444 -0.921
O 6.095 4.584 -1.859
C 7.344 4.589 -1.176
H 7.783 4.337 0.954
H 6.911 5.819 0.547
H 5.806 2.976 0.452
H 5.063 4.364 1.255
H 4.492 5.400 -0.839
H 4.318 3.698 -1.294
H 7.858 3.637 -1.359
H 7.962 5.394 -1.578
```

Calculated values
Total charge ... -1

---

ORCA calculation (ωB97M-V/def2-TZVPD) on a 8-piece molecular cluster, C36H70BClO24 overall.

```
132
C36H70BClO24 (ωB97M-V/def2-TZVPD)
C -5.535 -3.231 1.932
B -5.875 -2.642 0.428
O -6.808 -3.401 -0.397
C -5.119 -1.276 -0.026
C -3.574 -1.724 -0.078
C -3.081 -1.264 -1.574
C -1.514 -0.976 -1.392
C -0.785 -2.419 -1.293
C -0.298 -2.802 0.191
Cl 0.495 -4.488 0.037
O -3.994 -0.164 -1.821
C -5.310 -0.720 -1.520
O -6.301 -0.770 -2.287
H -5.921 -4.315 2.039
H -4.393 -3.297 2.100
H -6.053 -2.605 2.746
H -6.299 -4.205 -0.675
H -5.351 -0.380 0.644
H -2.867 -1.420 0.773
H -3.615 -2.862 -0.204
H -3.221 -2.050 -2.396
H -1.052 -0.419 -2.292
H -1.368 -0.327 -0.457
H 0.075 -2.557 -2.030
H -1.577 -3.217 -1.577
H 0.503 -2.116 0.620
H -1.169 -2.965 0.931
C 5.406 -0.435 -3.999
C 4.466 -1.547 -4.428
O 4.861 -2.804 -3.863
C 4.564 -2.974 -2.566
O 4.000 -2.173 -1.855
O 5.029 -4.175 -2.183
C 4.874 -4.440 -0.789
H 6.441 -0.696 -4.237
H 5.150 0.501 -4.500
H 5.360 -0.270 -2.921
H 4.514 -1.661 -5.513
H 3.426 -1.319 -4.173
H 3.836 -4.312 -0.473
H 5.536 -3.792 -0.211
H 5.162 -5.477 -0.610
C 2.387 0.424 0.421
C 3.866 0.225 0.146
O 4.515 1.475 -0.123
C 4.758 2.245 0.948
O 4.487 1.976 2.096
O 5.331 3.385 0.525
C 5.543 4.343 1.561
H 1.916 0.974 -0.399
H 1.885 -0.537 0.539
H 2.227 1.009 1.329
H 3.986 -0.391 -0.748
H 4.363 -0.300 0.968
H 6.108 3.912 2.391
H 4.585 4.733 1.910
H 6.122 5.167 1.142
C -9.703 -1.460 2.539
C -8.745 -0.285 2.461
O -9.220 0.822 3.237
C -9.064 0.708 4.565
O -8.563 -0.226 5.146
O -9.589 1.802 5.143
C -9.585 1.758 6.569
H -10.711 -1.151 2.253
H -9.377 -2.267 1.878
H -9.767 -1.854 3.555
H -8.681 0.060 1.427
H -7.733 -0.567 2.771
H -8.585 1.557 6.958
H -10.293 1.004 6.920
H -9.908 2.734 6.935
C 0.782 -0.401 -11.080
C 1.727 0.342 -10.153
O 2.007 -0.426 -8.975
C 2.871 -1.442 -9.134
O 3.424 -1.754 -10.160
O 2.992 -2.071 -7.951
C 3.803 -3.244 -8.004
H -0.125 -0.695 -10.545
H 0.506 0.225 -11.931
H 1.238 -1.317 -11.461
H 1.252 1.267 -9.818
H 2.655 0.622 -10.661
H 4.785 -3.030 -8.430
H 3.296 -4.022 -8.577
H 3.943 -3.603 -6.983
C -2.203 -1.886 7.763
C -3.406 -2.175 6.884
O -3.030 -2.922 5.720
C -2.790 -4.228 5.920
O -2.868 -4.813 6.974
O -2.418 -4.769 4.747
C -2.027 -6.138 4.842
H -1.416 -1.393 7.185
H -2.483 -1.246 8.602
H -1.773 -2.807 8.163
H -3.829 -1.233 6.529
H -4.195 -2.695 7.437
H -2.804 -6.741 5.317
H -1.087 -6.219 5.391
H -1.871 -6.513 3.829
C 4.638 7.372 8.144
C 3.427 7.051 7.288
O 3.796 6.284 6.135
C 4.054 4.985 6.361
O 3.996 4.423 7.429
O 4.417 4.422 5.196
C 4.825 3.059 5.315
H 5.411 7.862 7.545
H 4.362 8.028 8.972
H 5.084 6.466 8.558
H 2.988 7.980 6.918
H 2.651 6.534 7.862
H 4.062 2.457 5.813
H 5.773 3.001 5.853
H 4.972 2.662 4.309
C 2.401 5.422 -3.640
C 2.636 5.506 -5.137
O 3.110 4.259 -5.658
C 2.182 3.299 -5.799
O 1.007 3.400 -5.536
O 2.791 2.192 -6.259
C 1.931 1.056 -6.352
H 3.302 5.071 -3.130
H 2.122 6.399 -3.238
H 1.604 4.715 -3.402
H 3.414 6.246 -5.339
H 1.737 5.830 -5.671
H 1.040 1.280 -6.942
H 1.656 0.717 -5.351
H 2.480 0.259 -6.849
```

Calculated values
SMILES ... CB(O)[C@H]1C[C@H](CCCCl)OC1=O.CCOC(=O)OC.CCOC(=O)OC.CCOC(=O)OC.CCOC(=O)OC.CCOC(=O)OC.CCOC(=O)OC.CCOC(=O)OC

---

Number 1: LUMO energy 2.227 eV. Number 2: LUMO energy 0.191 eV.